# 1
DFT (ωB97M-V/def2-TZVPD) results for C32H81BBeF4N5O12 as an isolated structure at a distorted geometry.

Each line ends with the Mulliken charge.
Geometry (Å):
Be (-0.894, -1.836, 1.690)  0.911
B (-0.568, 0.033, -0.706)  -0.405
F (-0.915, -1.178, -1.290)  -0.265
F (-1.603, 0.316, 0.181)  0.691
F (0.612, -0.039, 0.066)  0.585
F (-0.463, 1.021, -1.634)  -0.628
C (0.955, 5.344, 6.472)  -0.732
O (0.070, 4.264, 6.277)  -0.399
C (0.623, 3.047, 5.798)  -0.622
C (1.092, 3.198, 4.330)  -0.635
N (-0.043, 3.029, 3.412)  0.010
C (0.350, 3.353, 2.012)  -0.417
C (-0.824, 3.304, 1.104)  0.425
O (-1.599, 4.473, 1.307)  -0.516
C (-2.785, 4.509, 0.537)  -0.757
H (1.260, 5.811, 5.533)  0.277
H (1.864, 5.087, 7.022)  0.336
H (0.430, 6.093, 7.063)  0.267
H (-0.144, 2.277, 5.878)  0.235
H (1.482, 2.783, 6.420)  0.428
H (1.890, 2.468, 4.178)  0.151
H (1.490, 4.207, 4.207)  0.555
H (-0.688, 3.773, 3.661)  0.325
H (1.105, 2.650, 1.642)  -0.269
H (0.950, 4.263, 1.910)  0.753
H (-1.487, 2.448, 1.272)  -0.517
H (-0.593, 3.232, 0.036)  0.364
H (-2.550, 4.465, -0.529)  0.348
H (-3.274, 5.450, 0.786)  0.386
H (-3.525, 3.723, 0.719)  0.211
C (2.590, -2.362, 1.638)  -0.483
O (1.454, -1.839, 2.331)  -0.256
C (1.794, -0.803, 3.244)  -0.199
C (0.576, -0.496, 4.134)  -1.014
N (-0.509, -0.035, 3.250)  1.468
C (-1.752, -0.066, 3.998)  -0.575
C (-2.963, 0.185, 3.152)  -0.588
O (-2.967, -0.795, 2.096)  0.027
C (-4.124, -0.793, 1.270)  -0.652
H (3.400, -2.680, 2.302)  0.444
H (3.002, -1.728, 0.854)  -0.243
H (2.348, -3.365, 1.280)  0.335
H (2.113, 0.078, 2.681)  -0.097
H (2.593, -1.209, 3.867)  0.779
H (0.912, 0.265, 4.839)  0.160
H (0.251, -1.434, 4.582)  0.522
H (-0.280, 0.924, 2.996)  -1.353
H (-1.649, 0.773, 4.692)  0.137
H (-1.888, -0.985, 4.570)  0.558
H (-2.847, 1.195, 2.749)  0.101
H (-3.902, 0.136, 3.704)  0.494
H (-5.083, -1.003, 1.749)  0.472
H (-4.039, -1.597, 0.539)  -0.008
H (-4.196, 0.118, 0.674)  0.214
C (4.523, -3.196, -1.619)  -0.324
O (3.517, -3.972, -2.240)  -0.438
C (2.670, -3.264, -3.139)  -1.036
C (1.739, -2.210, -2.467)  2.163
N (0.783, -1.741, -3.451)  -0.152
C (1.374, -0.821, -4.391)  -0.383
C (0.379, -0.173, -5.361)  -0.803
O (-0.862, 0.053, -4.727)  -0.128
C (-1.965, 0.383, -5.531)  -0.701
H (4.159, -2.722, -0.706)  -0.216
H (4.928, -2.445, -2.303)  0.339
H (5.386, -3.816, -1.375)  0.386
H (2.020, -4.034, -3.555)  0.327
H (3.238, -2.865, -3.982)  0.523
H (2.340, -1.414, -2.009)  -0.511
H (1.384, -2.753, -1.590)  -1.049
H (0.038, -1.234, -2.991)  -0.051
H (2.149, -1.381, -4.920)  0.448
H (1.989, -0.059, -3.891)  0.018
H (0.357, -0.905, -6.174)  0.413
H (0.737, 0.793, -5.722)  0.413
H (-2.072, -0.331, -6.355)  0.350
H (-1.819, 1.312, -6.091)  0.287
H (-2.861, 0.415, -4.916)  0.110
C (2.185, 2.804, -1.674)  -0.136
O (3.493, 2.558, -1.159)  -0.504
C (3.595, 1.460, -0.279)  1.037
C (5.049, 0.992, -0.311)  -1.154
N (5.155, -0.217, 0.518)  0.269
C (6.463, -0.899, 0.535)  -0.992
C (6.571, -2.098, 1.499)  -0.512
O (6.204, -1.813, 2.847)  -0.346
C (6.614, -2.757, 3.798)  -0.785
H (2.134, 3.747, -2.214)  0.446
H (1.408, 2.706, -0.914)  -0.030
H (1.945, 2.037, -2.416)  -0.094
H (2.948, 0.670, -0.671)  -0.443
H (3.225, 1.735, 0.715)  -0.143
H (5.737, 1.773, 0.020)  0.353
H (5.285, 0.660, -1.322)  0.401
H (4.988, 0.037, 1.486)  0.133
H (7.309, -0.223, 0.687)  0.503
H (6.626, -1.382, -0.432)  0.332
H (7.598, -2.468, 1.517)  0.509
H (5.899, -2.892, 1.157)  0.219
H (5.938, -3.609, 3.668)  0.311
H (6.570, -2.391, 4.822)  0.244
H (7.640, -3.094, 3.625)  0.327
C (-5.030, -2.646, -4.834)  -0.590
O (-5.724, -2.090, -3.756)  -0.439
C (-5.011, -2.147, -2.516)  -0.852
C (-3.933, -1.054, -2.381)  2.181
N (-4.594, 0.245, -2.473)  -0.376
C (-3.846, 1.358, -1.965)  1.376
C (-4.604, 2.637, -2.291)  -1.177
O (-4.814, 2.688, -3.684)  -0.264
C (-5.912, 3.529, -4.024)  -0.877
H (-5.455, -2.289, -5.774)  0.313
H (-4.978, -3.729, -4.716)  0.329
H (-4.047, -2.190, -5.009)  0.115
H (-4.581, -3.154, -2.427)  0.348
H (-5.697, -2.193, -1.670)  0.359
H (-3.130, -1.112, -3.120)  -0.184
H (-3.540, -1.063, -1.363)  -1.719
H (-4.804, 0.473, -3.436)  0.456
H (-2.906, 1.456, -2.530)  -0.199
H (-3.487, 1.188, -0.949)  -0.833
H (-4.082, 3.497, -1.862)  0.402
H (-5.572, 2.581, -1.782)  0.459
H (-6.118, 4.341, -3.322)  0.308
H (-6.846, 2.969, -3.890)  0.361
H (-5.892, 3.872, -5.055)  0.243
C (-1.320, -4.285, -0.489)  -0.255
C (-2.397, -4.502, 0.592)  -0.670
O (-2.626, -3.227, 1.201)  -0.252
O (-0.174, -3.725, 0.190)  -0.479
H (-1.627, -3.527, -1.212)  -0.230
H (-0.975, -5.164, -1.029)  0.624
H (-2.060, -5.235, 1.326)  0.378
H (-3.234, -4.962, 0.062)  0.462
H (-3.345, -3.387, 1.824)  0.222
H (0.601, -4.158, -0.181)  0.188

The HOMO-LUMO gap comes out at 5.59 eV. The spin multiplicity is 1. The highest occupied orbital energy comes out at -10.08 eV. The LUMO energy comes out at -0.1651 Ha. As for the net charge: +1.


# 2
DFT (ωB97M-V/def2-TZVPD) results for C30H28BrCoN7O3S2 as an isolated structure at a distorted geometry.

Each line ends with the Löwdin spin population.
Geometry (Å):
Co (-0.041, -0.041, 0.330)  0.942
O (4.657, -2.263, -1.217)  0.000
C (3.670, -3.167, -1.501)  0.000
C (3.965, -4.453, -1.942)  0.000
C (2.942, -5.343, -2.225)  0.000
C (1.620, -4.948, -2.092)  0.000
C (1.331, -3.666, -1.652)  0.000
C (2.345, -2.771, -1.340)  -0.001
C (1.992, -1.438, -0.695)  0.000
O (0.904, -1.559, 0.106)  -0.015
N (1.706, -0.436, -1.737)  0.001
N (0.880, 0.568, -1.380)  -0.001
C (0.890, 1.595, -2.167)  -0.004
C (0.009, 2.733, -2.269)  0.000
Br (-1.870, 2.541, -1.912)  0.000
C (0.340, 3.916, -2.816)  -0.002
C (1.659, 4.386, -3.219)  0.000
C (1.722, 5.399, -4.186)  0.000
C (2.936, 5.875, -4.643)  0.000
C (4.123, 5.358, -4.142)  0.000
C (4.080, 4.380, -3.160)  0.000
C (2.865, 3.904, -2.695)  0.000
H (5.511, -2.700, -1.273)  0.000
H (5.001, -4.758, -2.048)  0.000
H (3.183, -6.350, -2.543)  0.000
H (0.817, -5.642, -2.305)  0.000
H (0.309, -3.342, -1.510)  0.000
H (2.873, -1.101, -0.115)  0.000
H (2.469, -0.184, -2.355)  0.000
H (1.669, 1.605, -2.931)  0.000
H (-0.473, 4.602, -3.018)  0.000
H (0.798, 5.796, -4.588)  0.000
H (2.962, 6.656, -5.392)  0.000
H (5.073, 5.734, -4.497)  0.000
H (5.000, 3.990, -2.745)  0.000
H (2.850, 3.190, -1.883)  0.000
C (2.873, -1.704, 4.767)  0.002
S (1.136, -1.212, 4.958)  0.002
C (0.730, -0.746, 3.300)  0.004
S (1.857, 0.091, 2.340)  0.045
N (-0.510, -1.069, 2.994)  -0.002
N (-0.970, -0.838, 1.778)  -0.001
C (-2.217, -1.138, 1.551)  -0.005
C (-2.702, -1.144, 0.201)  0.000
C (-4.004, -1.540, -0.137)  0.000
C (-4.344, -1.672, -1.464)  -0.002
C (-3.385, -1.417, -2.441)  0.001
C (-2.140, -0.976, -2.029)  0.003
N (-1.811, -0.814, -0.757)  0.039
H (3.295, -1.780, 5.767)  0.000
H (3.393, -0.944, 4.192)  0.002
H (2.912, -2.665, 4.261)  0.000
H (-2.833, -1.462, 2.383)  0.000
H (-4.712, -1.753, 0.654)  0.000
H (-5.339, -1.985, -1.752)  0.000
H (-3.606, -1.539, -3.491)  0.000
H (-1.370, -0.740, -2.756)  0.001
N (-4.001, 2.747, 3.272)  0.000
C (-2.949, 3.602, 3.325)  0.000
O (-2.974, 4.612, 4.002)  0.000
C (-1.738, 3.248, 2.512)  0.000
C (-0.683, 4.155, 2.513)  -0.001
C (0.451, 3.857, 1.785)  0.000
C (0.509, 2.656, 1.103)  -0.001
N (-0.494, 1.772, 1.096)  -0.004
C (-1.595, 2.083, 1.779)  -0.002
H (-4.818, 2.985, 3.807)  0.000
H (-4.034, 1.942, 2.677)  0.000
H (-0.781, 5.065, 3.088)  0.000
H (1.295, 4.532, 1.755)  0.000
H (1.396, 2.381, 0.550)  0.000
H (-2.387, 1.348, 1.727)  0.000

The HOMO-LUMO gap (alpha / beta) comes out at 6.56 / 6.71 eV. The spin multiplicity is 2. The highest occupied orbital energy (alpha / beta) comes out at -7.05 / -7.19 eV. As for the expectation value of S²: 0.7604. The LUMO energy (alpha / beta) comes out at -0.0182 / -0.0174 Ha. As for the net charge: 0. As for the energy above the lowest of the compared OMol25 structures with the same formula, charge and spin: 20.2 kcal per mole.


# 3
DFT (ωB97M-V/def2-TZVPD) results for an isolated ion of composition C6H12N4S and charge +2 at a distorted geometry.

Each line ends with the natural charge from an NBO analysis.
Geometry (Å):
C (0.288, -0.062, -0.325)  0.516
C (1.484, -0.838, -0.732)  -0.510
C (1.821, 1.555, -0.978)  -0.257
C (2.573, 0.198, -0.651)  -0.320
C (-1.555, -1.510, 0.350)  -0.457
C (-2.720, 1.135, 0.902)  -0.501
N (-0.615, 1.930, 0.130)  0.196
N (-0.880, -0.253, 0.144)  -0.092
N (0.559, 1.280, -0.322)  -0.114
N (-1.399, 0.982, 0.465)  0.130
S (3.269, 0.089, 1.136)  -0.037
H (1.758, -1.652, -0.047)  0.315
H (1.197, -1.221, -1.744)  0.298
H (2.181, 2.493, -0.657)  0.284
H (1.640, 1.792, -2.126)  0.278
H (3.435, 0.019, -1.436)  0.316
H (-2.004, -1.484, 1.311)  0.262
H (-2.454, -1.528, -0.256)  0.269
H (-0.887, -2.406, 0.296)  0.300
H (-2.989, 2.226, 0.910)  0.320
H (-3.460, 0.674, 0.222)  0.285
H (-2.889, 0.592, 1.954)  0.297
H (4.634, -0.038, 0.722)  0.222

The HOMO-LUMO gap comes out at 6.93 eV. The spin multiplicity is 1. The highest occupied orbital energy comes out at -16.49 eV. The LUMO energy comes out at -0.3513 Ha. As for the net charge: +2. As for the energy above the lowest of the compared OMol25 structures with the same formula, charge and spin: 71.5 kcal per mole.


# 4
DFT (ωB97M-V/def2-TZVPD) results for a 2-piece molecular cluster, C25H39N6O7 overall at a distorted geometry.

Each line ends with the Mulliken charge.
Geometry (Å):
C (5.705, 3.738, 2.030)  -1.223
C (5.010, 2.976, 0.797)  -0.598
C (4.052, 1.791, 1.316)  0.005
C (4.825, 0.400, 1.071)  -0.818
C (3.880, -0.908, 1.072)  -0.609
N (2.603, -0.761, 0.328)  -0.109
C (2.398, -0.136, -0.972)  -0.059
C (3.419, 0.569, -1.968)  -0.909
C (3.290, 2.179, -1.990)  -0.032
C (2.536, 2.593, -3.364)  -0.696
O (2.537, 4.046, -3.512)  -0.554
N (1.035, -0.164, -1.469)  -0.459
C (0.352, -0.849, -0.375)  0.184
N (-0.952, -1.138, -0.341)  0.556
N (-1.616, -1.818, 0.657)  -0.473
C (-1.760, -0.680, -1.543)  -0.789
C (-3.243, -1.271, -1.575)  0.060
C (-3.662, -1.280, -3.144)  -1.243
O (-4.106, -0.312, -0.904)  -0.183
C (-5.336, -0.912, -0.445)  -0.638
C (-5.891, 0.055, 0.734)  0.566
C (-5.912, -0.402, 2.218)  -0.309
C (-6.429, 0.616, 3.276)  -0.409
C (-6.906, 2.053, 2.857)  -0.378
C (-6.909, 2.477, 1.346)  -0.445
C (-6.399, 1.468, 0.260)  -0.346
N (1.313, -1.165, 0.661)  1.093
N (1.226, -1.758, 1.896)  -0.224
C (0.924, -3.197, 1.866)  0.622
C (0.634, -4.100, 0.583)  -0.906
O (0.941, -3.800, 2.988)  -0.619
C (0.429, -0.990, 2.875)  0.495
C (0.943, 0.507, 3.244)  -0.628
O (-0.638, -1.353, 3.426)  -0.532
H (4.922, 4.282, 2.672)  0.303
H (6.446, 4.508, 1.592)  0.376
H (6.327, 3.014, 2.674)  0.271
H (4.410, 3.666, 0.114)  0.317
H (5.865, 2.527, 0.161)  0.253
H (3.925, 1.890, 2.464)  0.441
H (2.997, 1.823, 0.879)  0.114
H (5.471, 0.404, 0.130)  0.416
H (5.553, 0.267, 1.961)  0.395
H (4.472, -1.746, 0.540)  0.237
H (3.766, -1.237, 2.157)  0.354
H (4.502, 0.264, -1.783)  0.348
H (3.139, 0.209, -3.031)  0.607
H (2.743, 2.619, -1.088)  0.173
H (4.351, 2.626, -2.067)  0.150
H (1.440, 2.270, -3.277)  0.229
H (3.055, 2.108, -4.264)  0.376
H (1.772, 4.412, -3.022)  0.328
H (-1.893, -2.760, 0.353)  0.243
H (-2.391, -1.280, 1.064)  0.130
H (-1.854, 0.466, -1.415)  0.173
H (-1.210, -0.842, -2.532)  0.357
H (-3.347, -2.348, -1.215)  0.298
H (-2.856, -1.961, -3.619)  0.327
H (-3.529, -0.243, -3.601)  0.258
H (-4.694, -1.735, -3.315)  0.376
H (-6.138, -0.863, -1.274)  0.308
H (-5.222, -2.003, -0.096)  0.315
H (-5.520, -1.450, 2.453)  0.295
H (-6.403, 0.262, 4.368)  0.278
H (-7.244, 2.766, 3.679)  0.303
H (-7.268, 3.539, 1.082)  0.284
H (-6.379, 1.806, -0.832)  0.331
H (-0.284, -4.785, 0.736)  0.251
H (1.528, -4.833, 0.498)  0.305
H (0.592, -3.544, -0.413)  0.285
H (1.689, 0.841, 2.443)  -0.088
H (0.011, 1.178, 3.102)  0.286
H (1.331, 0.587, 4.312)  0.335
C (-0.614, -3.828, -4.112)  0.598
O (-0.610, -3.950, -2.860)  -0.709
O (-1.290, -2.952, -4.748)  -0.796
O (0.057, -4.555, -4.909)  -0.823

The HOMO-LUMO gap comes out at 2.33 eV. The spin multiplicity is 1. The highest occupied orbital energy comes out at -0.80 eV. The LUMO energy comes out at 0.0563 Ha. As for the net charge: -1.


# 5
DFT (ωB97M-V/def2-TZVPD) results for an isolated ion of composition C4H9N2O and charge +1 at a distorted geometry.

Each line ends with the natural charge from an NBO analysis.
Geometry (Å):
C (0.224, -0.114, -1.098)  0.849
C (-0.003, 0.724, 0.971)  -0.237
C (-0.790, 1.615, -0.039)  -0.231
C (0.998, -1.558, 0.632)  -0.428
N (0.273, -0.467, 0.122)  -0.375
N (-0.421, 0.995, -1.340)  -0.561
O (0.713, -1.248, -2.277)  -0.693
H (0.846, 1.228, 1.502)  0.243
H (-0.663, 0.478, 1.856)  0.245
H (-1.831, 1.408, 0.182)  0.236
H (-0.475, 2.691, -0.006)  0.256
H (2.197, -1.362, 0.739)  0.242
H (0.530, -1.710, 1.599)  0.229
H (0.775, -2.398, -0.108)  0.262
H (-0.229, 1.366, -2.224)  0.445
H (0.081, -1.377, -3.041)  0.518

The HOMO-LUMO gap comes out at 10.60 eV. The spin multiplicity is 1. The highest occupied orbital energy comes out at -14.73 eV. The LUMO energy comes out at -0.1520 Ha. As for the net charge: +1. As for the energy above the lowest of the compared OMol25 structures with the same formula, charge and spin: 76.6 kcal per mole.


# 6
DFT (ωB97M-V/def2-TZVPD) results for one molecule with the formula C4H5NO2 at a distorted geometry.

Each line ends with the natural charge from an NBO analysis.
Geometry (Å):
C (-0.613, 0.155, 1.399)  -0.385
C (-0.195, 0.057, 0.147)  0.368
C (-2.087, 0.161, 1.473)  0.595
C (1.045, -0.077, -0.616)  -0.686
N (-2.505, 0.022, 0.187)  -0.315
O (-2.818, 0.232, 2.435)  -0.615
O (-1.521, 0.000, -0.766)  -0.356
H (-0.005, 0.230, 2.279)  0.250
H (1.002, -0.985, -1.215)  0.248
H (1.887, -0.132, 0.068)  0.244
H (1.170, 0.764, -1.291)  0.245
H (-3.446, 0.082, -0.161)  0.408

The HOMO-LUMO gap comes out at 9.76 eV. The spin multiplicity is 1. The highest occupied orbital energy comes out at -9.00 eV. The LUMO energy comes out at 0.0282 Ha. As for the net charge: 0. As for the energy above the lowest of the compared OMol25 structures with the same formula, charge and spin: 53.9 kcal per mole.